Record 1
# C24H19BF5N9O3Pt

A structure of composition C24H19BF5N9O3Pt (ωB97M-V/def2-TZVPD, the Open Molecules 2025 dataset).

Computed properties:
- E_tot (Ha) = -2288.18269
- E_HOMO (eV) = -7.50
- frontier orbital gap (eV) = 7.46
- energy above the lowest of the compared OMol25 structures with the same formula, charge and spin (eV) = 0.4154

Atoms and positions in Å:
1 Pt -0.39 0.88 -0.20
2 C -4.70 1.42 -0.87
3 N -4.59 -0.01 -0.71
4 C -3.67 -0.73 -0.05
5 N -4.06 -1.99 0.04
6 C -5.27 -1.98 -0.57
7 N -5.64 -0.80 -1.03
8 C -5.52 2.05 0.23
9 C -6.82 2.46 -0.02
10 C -7.62 2.93 1.02
11 C -7.12 3.01 2.30
12 C -5.80 2.64 2.55
13 C -5.00 2.15 1.51
14 C -5.25 2.77 3.90
15 N -5.87 3.03 5.00
16 N -4.90 3.06 5.99
17 C -3.78 2.83 5.42
18 O -3.92 2.63 4.08
19 C -2.43 2.80 5.98
20 C -2.23 2.78 7.35
21 C -0.94 2.75 7.85
22 C 0.15 2.75 6.99
23 C -0.04 2.80 5.62
24 C 1.15 2.90 4.68
25 N 0.75 2.79 3.29
26 C 0.39 1.70 2.61
27 N 0.12 2.04 1.36
28 C 0.36 3.38 1.33
29 N 0.74 3.87 2.48
30 C -1.34 2.81 5.12
31 H -5.19 1.59 -1.83
32 H -3.69 1.83 -0.92
33 H -2.73 -0.32 0.28
34 H -5.89 -2.85 -0.68
35 H -7.23 2.37 -1.02
36 H -8.64 3.24 0.82
37 H -7.72 3.38 3.12
38 H -3.98 1.85 1.71
39 H -3.09 2.79 8.02
40 H -0.78 2.72 8.92
41 H 1.15 2.72 7.40
42 H 1.90 2.14 4.91
43 H 1.63 3.87 4.78
44 H 0.31 0.71 3.04
45 H 0.23 3.97 0.44
46 H -1.51 2.85 4.05
47 C -1.59 -1.82 -3.64
48 C -1.20 -0.95 -2.54
49 N -0.90 -0.28 -1.66
50 H -1.28 -1.38 -4.58
51 H -2.67 -1.96 -3.64
52 H -1.10 -2.79 -3.53
53 F 3.12 1.00 -1.00
54 B 2.86 0.84 0.28
55 F 2.89 1.88 1.09
56 F 4.18 -2.86 1.05
57 C 2.84 -2.77 0.97
58 F 2.35 -2.72 2.21
59 F 2.39 -3.86 0.37
60 C 2.46 -1.51 0.17
61 O 2.78 -0.40 0.88
62 O 1.93 -1.51 -0.89


Record 2
# C24H20B2Cl3F4N10O2W

A structure of composition C24H20B2Cl3F4N10O2W in a non-equilibrium geometry (ωB97M-V/def2-TZVPD, the Open Molecules 2025 dataset).

Computed properties:
- E_tot (Ha) = -3521.51318
- spin multiplicity = 3
- E_HOMO (alpha / beta) (eV) = -10.96 / -10.96
- frontier orbital gap (alpha / beta) (eV) = 6.83 / 5.99
- energy above the lowest of the compared OMol25 structures with the same formula, charge and spin (eV) = 2.3126
- charge = +1

Atoms and positions in Å:
1 W 0.02 -0.47 0.40
2 C -3.27 -0.95 3.26
3 C -2.16 -1.41 2.56
4 N -1.88 -0.58 1.56
5 N -2.79 0.41 1.58
6 C -3.63 0.21 2.60
7 B -2.88 1.40 0.40
8 N -1.64 2.28 0.39
9 C -1.54 3.60 0.61
10 C -0.20 3.94 0.68
11 C 0.47 2.74 0.50
12 N -0.40 1.75 0.30
13 N -2.82 0.52 -0.85
14 C -3.62 0.45 -1.92
15 C -3.09 -0.48 -2.80
16 C -1.94 -0.94 -2.18
17 N -1.80 -0.34 -1.00
18 H -3.74 -1.41 4.11
19 H -1.59 -2.31 2.68
20 H -4.46 0.88 2.76
21 H -3.89 2.05 0.46
22 H -2.43 4.20 0.71
23 H 0.22 4.91 0.86
24 H 1.53 2.56 0.52
25 H -4.50 1.07 -1.98
26 H -3.49 -0.78 -3.76
27 H -1.22 -1.66 -2.52
28 O 3.70 2.80 -1.97
29 C 2.71 2.67 -2.87
30 C 2.71 3.55 -3.95
31 C 1.72 3.49 -4.91
32 C 0.70 2.54 -4.83
33 C 0.68 1.67 -3.76
34 C 1.68 1.72 -2.78
35 C 1.58 0.81 -1.65
36 O 0.52 0.03 -1.53
37 N 2.49 0.80 -0.72
38 N 2.08 -0.06 0.30
39 C 2.35 -1.31 0.06
40 C 2.13 -2.27 1.15
41 C 2.94 -3.32 1.44
42 C 2.71 -3.98 2.65
43 C 1.71 -3.52 3.48
44 C 0.90 -2.47 3.06
45 N 1.09 -1.90 1.89
46 H 3.60 2.12 -1.28
47 H 3.50 4.29 -4.00
48 H 1.74 4.18 -5.74
49 H -0.08 2.49 -5.58
50 H -0.11 0.93 -3.66
51 H 2.99 -1.53 -0.79
52 H 3.75 -3.60 0.78
53 H 3.33 -4.82 2.95
54 H 1.54 -3.97 4.45
55 H 0.11 -2.08 3.68
56 Cl -0.65 -6.04 -1.31
57 C -0.96 -4.60 -0.51
58 Cl 1.02 -3.47 -2.00
59 Cl -2.19 -4.61 0.65
60 C -0.25 -3.38 -0.74
61 N -0.46 -2.33 -0.10
62 F 1.19 2.10 3.80
63 B 1.24 0.78 3.93
64 F 0.32 0.38 2.19
65 F 0.32 0.15 4.67
66 F 2.37 0.13 3.63


Record 3
# C24H20BBr2F4MnN4O8

A structure of composition C24H20BBr2F4MnN4O8 in a non-equilibrium geometry (ωB97M-V/def2-TZVPD, the Open Molecules 2025 dataset).

Computed properties:
- E_tot (Ha) = -8470.65831
- spin multiplicity = 6
- E_HOMO (alpha / beta) (eV) = -6.03 / -6.06
- frontier orbital gap (alpha / beta) (eV) = 5.96 / 6.05
- energy above the lowest of the compared OMol25 structures with the same formula, charge and spin (eV) = 7.9468
- charge = -1

Atoms and positions in Å:
1 Mn 0.06 -1.14 0.48
2 Br -1.94 1.41 -0.95
3 Br 1.76 -3.29 2.13
4 B -4.17 -1.95 1.52
5 F -4.35 -0.79 2.20
6 F -4.90 -1.74 0.40
7 F -2.87 -2.21 1.24
8 F -4.63 -2.93 2.27
9 C -4.02 -1.40 8.10
10 C -3.57 -2.04 6.94
11 C -2.81 -1.31 6.06
12 C -2.33 -0.01 6.30
13 C -2.89 0.62 7.44
14 C -3.73 -0.05 8.35
15 N -1.65 0.74 5.26
16 O -1.40 1.95 5.49
17 O -1.33 0.18 4.21
18 H -4.64 -1.98 8.76
19 H -3.90 -3.04 6.70
20 H -2.38 -1.80 5.20
21 H -2.83 1.69 7.60
22 H -4.03 0.48 9.24
23 C -3.96 -7.40 -3.81
24 C -3.25 -6.95 -4.90
25 C -2.46 -5.83 -4.73
26 C -2.39 -5.17 -3.45
27 C -3.14 -5.65 -2.41
28 C -3.92 -6.75 -2.56
29 N -1.36 -4.13 -3.38
30 O -1.28 -3.54 -2.25
31 O -0.56 -3.92 -4.33
32 H -4.60 -8.27 -3.83
33 H -3.28 -7.50 -5.83
34 H -1.93 -5.46 -5.59
35 H -3.18 -4.98 -1.56
36 H -4.46 -7.12 -1.70
37 C 4.51 3.70 -4.70
38 C 3.18 3.38 -4.42
39 C 2.98 2.04 -3.92
40 C 4.01 1.11 -3.74
41 C 5.30 1.49 -4.08
42 C 5.57 2.81 -4.54
43 N 3.68 -0.24 -3.17
44 O 4.41 -1.17 -3.58
45 O 2.78 -0.28 -2.31
46 H 4.71 4.67 -5.12
47 H 2.38 4.09 -4.56
48 H 1.94 1.80 -3.77
49 H 6.10 0.77 -4.06
50 H 6.59 2.94 -4.85
51 C 3.09 7.14 -0.37
52 C 2.02 6.49 0.21
53 C 1.99 5.13 0.56
54 C 3.22 4.44 0.39
55 C 4.30 5.03 -0.28
56 C 4.24 6.35 -0.59
57 N 3.28 3.06 0.79
58 O 2.23 2.50 0.95
59 O 4.40 2.62 1.02
60 H 2.93 8.19 -0.56
61 H 1.17 7.07 0.52
62 H 1.10 4.77 1.05
63 H 5.13 4.40 -0.57
64 H 5.07 6.96 -0.90


Record 4
# C24H20Br2MnN4O8

A structure of composition C24H20Br2MnN4O8 in a non-equilibrium geometry (ωB97M-V/def2-TZVPD, the Open Molecules 2025 dataset).

Computed properties:
- E_tot (Ha) = -8046.27368
- spin multiplicity = 6
- E_HOMO (alpha / beta) (eV) = -8.02 / -8.12
- frontier orbital gap (alpha / beta) (eV) = 7.20 / 7.21
- energy above the lowest of the compared OMol25 structures with the same formula, charge and spin (eV) = 0.3327

Atoms and positions in Å:
1 Mn -0.76 -0.52 0.41
2 Br 1.43 0.66 0.77
3 Br -3.03 -1.58 0.00
4 C -1.40 4.26 5.43
5 C -1.86 3.21 6.21
6 C -1.97 1.95 5.63
7 C -1.71 1.75 4.28
8 C -1.31 2.85 3.52
9 C -1.09 4.09 4.09
10 N -1.81 0.46 3.64
11 O -2.12 -0.48 4.32
12 O -1.55 0.40 2.45
13 H -1.25 5.20 5.95
14 H -2.10 3.34 7.25
15 H -2.33 1.11 6.22
16 H -1.03 2.76 2.47
17 H -0.88 4.95 3.48
18 C 4.19 -4.65 2.84
19 C 3.51 -5.58 2.07
20 C 2.33 -5.25 1.42
21 C 1.84 -3.96 1.54
22 C 2.42 -3.07 2.42
23 C 3.59 -3.42 3.09
24 N 0.67 -3.55 0.77
25 O 0.20 -4.34 -0.02
26 O 0.27 -2.40 0.95
27 H 5.13 -4.90 3.31
28 H 3.93 -6.56 1.89
29 H 1.89 -6.06 0.85
30 H 2.02 -2.07 2.51
31 H 4.13 -2.70 3.69
32 C -3.86 3.36 -4.40
33 C -3.51 4.41 -3.54
34 C -2.76 4.16 -2.40
35 C -2.34 2.87 -2.19
36 C -2.69 1.81 -2.99
37 C -3.46 2.05 -4.12
38 N -1.63 2.61 -0.91
39 O -1.24 3.53 -0.26
40 O -1.45 1.45 -0.63
41 H -4.51 3.60 -5.23
42 H -3.90 5.40 -3.72
43 H -2.54 4.96 -1.71
44 H -2.46 0.77 -2.79
45 H -3.79 1.21 -4.70
46 C 3.56 -0.86 -4.90
47 C 2.69 -1.85 -5.33
48 C 1.57 -2.15 -4.57
49 C 1.35 -1.48 -3.38
50 C 2.27 -0.54 -2.93
51 C 3.34 -0.15 -3.73
52 N 0.19 -1.81 -2.56
53 O -0.42 -2.81 -2.82
54 O -0.05 -1.05 -1.64
55 H 4.46 -0.71 -5.48
56 H 2.91 -2.35 -6.26
57 H 0.87 -2.89 -4.94
58 H 2.08 -0.06 -1.98
59 H 3.97 0.62 -3.32


Question: Which value of energy above the lowest of the compared OMol25 structures with the same formula, charge and spin does entry 3 give?
Answer: 7.9468 eV


Question: Which value of energy above the lowest of the compared OMol25 structures with the same formula, charge and spin does entry 1 give?
Answer: 0.4154 eV


Copy entry 3 word for word.
# C24H20BBr2F4MnN4O8

A structure of composition C24H20BBr2F4MnN4O8 in a non-equilibrium geometry (ωB97M-V/def2-TZVPD, the Open Molecules 2025 dataset).

Computed properties:
- E_tot (Ha) = -8470.65831
- spin multiplicity = 6
- E_HOMO (alpha / beta) (eV) = -6.03 / -6.06
- frontier orbital gap (alpha / beta) (eV) = 5.96 / 6.05
- energy above the lowest of the compared OMol25 structures with the same formula, charge and spin (eV) = 7.9468
- charge = -1

Atoms and positions in Å:
1 Mn 0.06 -1.14 0.48
2 Br -1.94 1.41 -0.95
3 Br 1.76 -3.29 2.13
4 B -4.17 -1.95 1.52
5 F -4.35 -0.79 2.20
6 F -4.90 -1.74 0.40
7 F -2.87 -2.21 1.24
8 F -4.63 -2.93 2.27
9 C -4.02 -1.40 8.10
10 C -3.57 -2.04 6.94
11 C -2.81 -1.31 6.06
12 C -2.33 -0.01 6.30
13 C -2.89 0.62 7.44
14 C -3.73 -0.05 8.35
15 N -1.65 0.74 5.26
16 O -1.40 1.95 5.49
17 O -1.33 0.18 4.21
18 H -4.64 -1.98 8.76
19 H -3.90 -3.04 6.70
20 H -2.38 -1.80 5.20
21 H -2.83 1.69 7.60
22 H -4.03 0.48 9.24
23 C -3.96 -7.40 -3.81
24 C -3.25 -6.95 -4.90
25 C -2.46 -5.83 -4.73
26 C -2.39 -5.17 -3.45
27 C -3.14 -5.65 -2.41
28 C -3.92 -6.75 -2.56
29 N -1.36 -4.13 -3.38
30 O -1.28 -3.54 -2.25
31 O -0.56 -3.92 -4.33
32 H -4.60 -8.27 -3.83
33 H -3.28 -7.50 -5.83
34 H -1.93 -5.46 -5.59
35 H -3.18 -4.98 -1.56
36 H -4.46 -7.12 -1.70
37 C 4.51 3.70 -4.70
38 C 3.18 3.38 -4.42
39 C 2.98 2.04 -3.92
40 C 4.01 1.11 -3.74
41 C 5.30 1.49 -4.08
42 C 5.57 2.81 -4.54
43 N 3.68 -0.24 -3.17
44 O 4.41 -1.17 -3.58
45 O 2.78 -0.28 -2.31
46 H 4.71 4.67 -5.12
47 H 2.38 4.09 -4.56
48 H 1.94 1.80 -3.77
49 H 6.10 0.77 -4.06
50 H 6.59 2.94 -4.85
51 C 3.09 7.14 -0.37
52 C 2.02 6.49 0.21
53 C 1.99 5.13 0.56
54 C 3.22 4.44 0.39
55 C 4.30 5.03 -0.28
56 C 4.24 6.35 -0.59
57 N 3.28 3.06 0.79
58 O 2.23 2.50 0.95
59 O 4.40 2.62 1.02
60 H 2.93 8.19 -0.56
61 H 1.17 7.07 0.52
62 H 1.10 4.77 1.05
63 H 5.13 4.40 -0.57
64 H 5.07 6.96 -0.90


Question: Look up the E_tot of the second one.
Answer: -3521.51318 Ha